(1)
Below is the molecule C3H5NO in a non-equilibrium geometry, with properties calculated with ωB97M-V/def2-TZVPD.

The charge is 0. Its multiplicity is 1. As for the energy above the lowest of the compared OMol25 structures with the same formula, charge and spin: 121.4 kJ/mol. The value obtained for the HOMO-LUMO gap is 10.46 eV. As for the SMILES: C=NC(C)=O.

Last column: Mulliken charge in e.
Geometry (Å):
C 0.195 -0.467 0.107  0.819
C -1.782 0.279 0.166  -0.308
C 1.547 0.087 -0.064  -1.025
N -0.644 0.494 0.649  -0.424
O -0.238 -1.511 -0.296  -0.558
H -2.658 0.985 0.379  0.239
H -1.912 -0.608 -0.442  0.308
H 1.489 0.484 -1.071  0.253
H 2.247 -0.655 -0.051  0.367
H 1.756 0.912 0.623  0.329

(2)
Below is the molecule C3H5NO in a non-equilibrium geometry, with properties calculated with ωB97M-V/def2-TZVPD.

The charge is 0. Its multiplicity is 1. As for the energy above the lowest of the compared OMol25 structures with the same formula, charge and spin: 127.4 kJ/mol. The value obtained for the HOMO-LUMO gap is 10.53 eV. As for the SMILES: C=NC(C)=O.

Last column: Mulliken charge in e.
Geometry (Å):
C -1.174 1.630 0.044  -0.248
C 0.969 0.590 -0.079  0.557
C 1.026 -0.982 -0.220  -0.848
N -0.217 1.083 -0.486  -0.256
O 1.968 1.316 0.202  -0.576
H -2.048 1.710 -0.546  0.262
H -1.196 1.782 1.060  0.276
H 0.750 -1.307 -1.254  0.282
H 2.050 -1.195 -0.123  0.292
H 0.446 -1.514 0.594  0.260

(3)
Below is the molecule C3H5NO in a non-equilibrium geometry, with properties calculated with ωB97M-V/def2-TZVPD.

The charge is 0. Its multiplicity is 1. As for the energy above the lowest of the compared OMol25 structures with the same formula, charge and spin: 58.4 kJ/mol. The value obtained for the HOMO-LUMO gap is 12.13 eV. As for the SMILES: C[C@@H](O)C#N.

Last column: Mulliken charge in e.
Geometry (Å):
C -1.168 -0.038 -0.033  -1.182
C 0.338 -0.175 0.187  0.373
O 0.862 -1.051 -0.779  -0.506
C 0.979 1.159 0.091  0.174
N 1.464 2.203 -0.030  -0.392
H -1.396 0.197 -1.079  0.318
H -1.557 0.751 0.614  0.355
H -1.647 -0.978 0.244  0.313
H 0.493 -0.556 1.209  0.220
H 1.632 -1.512 -0.424  0.327

(4)
Below is the molecule C3H5NO in a non-equilibrium geometry, with properties calculated with ωB97M-V/def2-TZVPD.

The charge is 0. Its multiplicity is 1. As for the energy above the lowest of the compared OMol25 structures with the same formula, charge and spin: 252.7 kJ/mol. The value obtained for the HOMO-LUMO gap is 11.38 eV.

Last column: Mulliken charge in e.
Geometry (Å):
C -0.144 0.853 0.194  -0.280
C 0.803 -0.356 0.405  -0.384
N 0.380 -1.307 -0.600  -0.158
C -0.670 -1.389 -1.145  -0.152
O -1.456 0.438 -0.114  -0.520
H -0.161 1.426 1.135  0.294
H 0.285 1.508 -0.581  0.272
H 1.862 -0.109 0.278  0.288
H 0.670 -0.827 1.384  0.260
H -1.570 -0.236 -0.957  0.381

(5)
Below is the molecule C3H5NO in a non-equilibrium geometry, with properties calculated with ωB97M-V/def2-TZVPD.

The charge is 0. Its multiplicity is 1. As for the energy above the lowest of the compared OMol25 structures with the same formula, charge and spin: 328.1 kJ/mol. The value obtained for the HOMO-LUMO gap is 10.45 eV. As for the SMILES: OC[C@@H]1C=N1.

Last column: Mulliken charge in e.
Geometry (Å):
C 0.460 1.220 0.826  -0.290
C 0.468 -0.255 0.777  0.118
C -0.256 -0.853 -0.620  -0.552
N 1.589 0.796 0.740  -0.450
O -1.502 -0.320 -0.995  -0.480
H -0.099 2.061 0.636  0.367
H 0.374 -0.695 1.747  0.363
H -0.253 -1.909 -0.357  0.300
H 0.478 -0.616 -1.423  0.295
H -1.259 0.570 -1.331  0.329

(6)
Below is a structure of composition C3H5NO in a non-equilibrium geometry, with properties calculated with ωB97M-V/def2-TZVPD.

The charge is 0. Its multiplicity is 1. As for the energy above the lowest of the compared OMol25 structures with the same formula, charge and spin: 736.2 kJ/mol. The value obtained for the HOMO-LUMO gap (alpha / beta) is 8.71 / 8.00 eV.

Last column: Mulliken charge in e.
Geometry (Å):
C -0.486 0.157 -0.903  -0.155
C -1.941 0.621 -0.969  -0.147
C 1.843 -0.369 1.002  -0.338
N -1.264 -0.569 -0.254  -0.256
O 1.941 0.895 0.897  -0.376
H -2.271 1.537 -0.379  0.225
H -2.649 0.275 -1.818  0.228
H 1.114 -0.669 -0.081  0.171
H 1.078 -0.836 1.612  0.328
H 2.634 -1.041 0.894  0.321

(7)
Below is the molecule C3H5NO, with properties calculated with ωB97M-V/def2-TZVPD.

The charge is 0. Its multiplicity is 1. As for the energy above the lowest of the compared OMol25 structures with the same formula, charge and spin: 149.7 kJ/mol. The value obtained for the HOMO-LUMO gap is 10.96 eV. As for the SMILES: O=C[C@@H]1CN1.

Last column: Mulliken charge in e.
Geometry (Å):
C 0.076 -1.183 0.787  -0.124
C -0.493 -0.254 -0.230  0.139
C 0.416 0.780 -0.798  -0.362
H 0.727 -0.720 1.553  0.275
H -1.211 -0.742 -0.880  0.347
H 1.450 0.861 -0.436  0.242
H 0.270 1.102 -1.844  0.218
H -0.425 1.377 0.999  0.248
N -0.697 1.154 0.043  -0.519
O -0.114 -2.375 0.807  -0.465

(8)
Below is the molecule C3H5NO, with properties calculated with ωB97M-V/def2-TZVPD.

The charge is 0. Its multiplicity is 1. As for the energy above the lowest of the compared OMol25 structures with the same formula, charge and spin: 385.7 kJ/mol. The value obtained for the HOMO-LUMO gap is 10.92 eV. As for the SMILES: C#CCON.

Last column: Mulliken charge in e.
Geometry (Å):
C 2.615 0.387 0.002  0.265
C 1.473 0.030 -0.001  -0.502
C 0.082 -0.378 -0.001  -0.533
N -2.111 0.519 0.001  -0.467
O -0.739 0.786 -0.001  -0.243
H 3.619 0.690 -0.001  0.420
H -0.121 -0.989 0.896  0.269
H -0.122 -0.990 -0.898  0.269
H -2.347 -0.027 0.832  0.260
H -2.349 -0.028 -0.829  0.260